Formula: C9H16NO
Source: the Open Molecules 2025 dataset
Level of theory: ωB97M-V/def2-TZVPD

Element x y z (Å)
C  1.948982  1.550290  -1.637841
C  0.606041  1.290374  -2.312258
N  2.361299  0.457584  -0.711992
H  2.703714  1.654546  -2.383128
H  1.803205  2.474892  -1.097521
H  -0.259328  1.169161  -1.667182
H  0.672430  0.495718  -3.062154
H  2.672832  0.857117  0.203422
H  1.610141  -0.199963  -0.470839
H  3.176435  -0.066929  -1.166962
H  0.374419  2.174601  -2.925827
C  -3.188339  -1.581081  0.019579
C  0.392467  -0.214868  1.895651
C  -0.515825  0.735006  1.439346
C  0.274413  -1.560256  1.574943
C  -1.663309  0.242402  0.814473
C  -0.865995  -2.026118  0.924964
C  -1.854833  -1.109679  0.569299
O  1.586690  0.146956  2.487196
H  -0.525700  1.741756  1.837186
H  1.458518  0.894732  3.075490
H  1.116924  -2.131111  1.933571
H  -2.448590  0.924799  0.526719
H  -0.796099  -3.033790  0.532245
H  -3.819391  -0.710455  -0.109968
H  -3.685183  -2.243009  0.726256
H  -3.135916  -1.932674  -1.014668

Force components x, y, z for each atom (eV/Å):
C -2.03 -0.01 0.14
C 0.12 0.31 -1.28
N 0.32 0.26 0.26
H 0.71 0.12 -0.37
H 0.55 0.09 0.40
H 0.22 -0.31 0.32
H -0.13 -0.23 0.43
H 0.27 -0.02 -0.05
H -0.09 -0.04 -0.29
H -0.06 -0.20 0.25
H 0.12 0.04 0.18
C 0.29 0.91 -0.41
C 0.63 0.53 -0.32
C -0.91 -0.82 0.82
C -0.20 0.61 0.29
C 0.20 -0.02 0.20
C 1.45 0.51 -0.39
C -0.62 -0.49 -0.22
O -0.21 -0.25 0.19
H 0.41 0.20 -0.44
H 0.01 0.23 -0.05
H -0.12 -0.63 -0.29
H -0.10 0.15 0.03
H -0.73 -0.18 0.34
H -0.32 0.28 0.31
H 0.03 -0.31 -0.36
H 0.19 -0.73 0.33

Summary:
- <S²> = 0.751
- frontier orbital gap (spin up / spin down) (eV) = 4.004 / 9.519
- highest occupied orbital energy (spin up / spin down) (eV) = -3.19 / -8.90
- spin multiplicity = 2
- charge = 0



Formula: C28H57NO9P
Source: the Open Molecules 2025 dataset
Level of theory: ωB97M-V/def2-TZVPD

Element x y z (Å)
C  -1.082345  1.060505  4.951682
O  -2.342247  0.990937  4.322599
C  -2.351513  1.584232  3.037366
C  -1.579103  0.777791  1.991013
C  -2.187234  -0.609128  1.819797
C  -1.336368  -1.637592  1.044199
C  0.174426  -1.408475  1.124022
C  1.018045  -2.676399  0.939740
C  2.462520  -2.443025  1.424592
C  3.498343  -2.258926  0.292979
C  4.554541  -1.179567  0.565959
C  4.180361  0.282076  0.247321
C  3.111210  0.870135  1.204267
P  3.337609  0.864554  2.997313
O  2.363028  0.023564  3.714537
O  3.221062  2.388654  3.513989
O  4.868585  0.532869  3.309683
C  3.576080  0.363096  -1.177478
C  3.889224  1.626419  -2.004512
C  2.610948  2.012531  -2.755769
C  4.960706  1.321787  -3.056703
N  4.268548  2.786830  -1.144557
O  4.441266  3.854876  -1.833460
C  5.368867  2.573192  -0.144946
C  5.044400  3.436407  1.103099
C  6.725002  3.042772  -0.681056
C  5.488978  1.090184  0.227520
H  -0.316155  0.469493  4.445763
H  -0.760464  2.104274  5.036422
H  -1.200049  0.653520  5.953530
H  -1.942372  2.597551  3.123021
H  -3.397933  1.628480  2.736665
H  -1.621650  1.343794  1.058546
H  -0.539540  0.747128  2.315805
H  -2.482947  -1.029900  2.778625
H  -3.111873  -0.469261  1.253416
H  -1.672538  -1.718731  0.010982
H  -1.523693  -2.623203  1.480115
H  0.464764  -0.671420  0.370416
H  0.412927  -1.040097  2.122411
H  0.572923  -3.459435  1.554851
H  1.011180  -2.991597  -0.104242
H  2.487667  -1.597594  2.104778
H  2.769244  -3.308232  2.013884
H  2.980734  -2.106722  -0.653946
H  4.032129  -3.204718  0.185979
H  5.423231  -1.401457  -0.059778
H  4.889751  -1.298090  1.597453
H  2.897920  1.904786  0.933449
H  2.186454  0.314270  1.060149
H  2.321592  2.489396  3.839920
H  5.063349  0.866368  4.192738
H  2.492900  0.312102  -1.050136
H  3.849548  -0.520414  -1.750430
H  2.804503  2.850830  -3.422401
H  1.829037  2.318673  -2.062903
H  2.291089  1.169712  -3.364932
H  5.135151  2.184449  -3.696495
H  5.902037  0.998215  -2.616071
H  4.595669  0.508645  -3.682609
H  5.642336  4.345794  1.100883
H  5.256667  2.904047  2.024419
H  4.007089  3.762930  1.090813
H  6.935013  2.665360  -1.679285
H  7.486471  2.664190  0.001479
H  6.791311  4.124991  -0.711326
H  5.993398  1.031676  1.190106
H  6.137879  0.579619  -0.487486
O  -3.712283  -1.074151  -1.354053
C  -3.998204  -1.758831  -2.297740
O  -4.376923  -3.033353  -2.065650
C  -4.904367  -3.880992  -3.090138
C  -3.811010  -4.565595  -3.883116
C  -3.903679  -1.256716  -3.716788
H  -5.593061  -3.325794  -3.728499
H  -5.495456  -4.623106  -2.555456
H  -3.190775  -3.845360  -4.416437
H  -4.244705  -5.250469  -4.612128
H  -3.161678  -5.131480  -3.215230
H  -2.879224  -1.356087  -4.074861
H  -4.181675  -0.206413  -3.714637
H  -4.571036  -1.765653  -4.406248
O  -6.991884  -0.107905  -3.269734
C  -7.407351  -0.115360  -2.142746
O  -7.571493  1.058911  -1.511968
C  -8.167969  1.170199  -0.216294
C  -7.159770  0.948382  0.891818
C  -7.658552  -1.407119  -1.399476
H  -9.029361  0.506117  -0.132004
H  -8.549498  2.188820  -0.176444
H  -6.744838  -0.059154  0.865435
H  -7.627568  1.101586  1.864602
H  -6.330316  1.647337  0.788672
H  -6.709283  -1.756202  -0.991012
H  -8.024014  -2.140723  -2.113893
H  -8.383716  -1.330613  -0.593747

Force components x, y, z for each atom (eV/Å):
C -0.15 -0.13 0.13
O -0.04 -0.08 0.03
C 0.10 -0.27 -0.12
C -0.18 0.27 0.55
C -0.12 -0.05 -0.72
C 0.17 -0.25 0.22
C -0.24 -0.50 -0.06
C 0.09 0.52 0.40
C 0.13 -0.39 -0.47
C -0.10 -0.07 0.45
C -0.21 -0.26 -0.33
C 0.21 0.23 -0.10
C 0.43 -0.07 0.06
P -0.57 -0.30 0.27
O 0.00 0.06 -0.11
O 0.21 -0.11 -0.25
O -0.07 0.33 -0.25
C -0.32 0.23 0.61
C -0.72 -0.38 -0.22
C 0.34 0.39 -0.10
C 0.11 0.04 0.09
N 1.54 -0.41 -0.98
O -0.57 0.28 0.43
C -0.13 0.26 0.75
C -0.03 0.16 -0.38
C -0.05 -0.12 -0.15
C -0.32 -0.15 -0.05
H 0.08 0.05 -0.10
H 0.14 0.07 -0.03
H -0.05 0.02 0.05
H -0.07 0.13 -0.14
H -0.10 0.16 0.09
H 0.11 -0.05 -0.13
H 0.11 -0.08 -0.15
H 0.20 0.13 0.22
H -0.13 -0.09 0.10
H 0.04 0.17 -0.08
H -0.11 -0.02 0.00
H 0.10 0.23 0.16
H 0.10 0.22 -0.04
H -0.11 -0.13 -0.15
H -0.07 -0.23 -0.03
H -0.09 -0.04 0.09
H 0.07 0.03 0.11
H 0.03 0.17 -0.08
H 0.02 -0.02 -0.16
H 0.06 0.00 -0.01
H 0.06 0.19 0.09
H 0.02 0.03 -0.07
H -0.06 0.00 0.10
H -0.19 0.20 0.24
H 0.27 -0.09 0.22
H -0.06 -0.13 -0.17
H 0.19 0.04 -0.12
H 0.02 0.03 -0.01
H -0.11 -0.16 0.04
H -0.17 -0.10 0.09
H 0.06 0.10 0.07
H 0.03 0.00 -0.01
H -0.02 -0.05 -0.04
H 0.04 0.03 -0.01
H -0.04 -0.02 0.08
H -0.07 -0.11 0.15
H 0.01 -0.10 -0.01
H 0.10 0.05 0.02
H -0.06 0.07 -0.04
H 0.04 -0.05 0.05
H 0.07 0.08 -0.07
O -0.02 0.07 0.13
C 0.10 0.04 -0.23
O -0.14 -0.02 0.16
C -0.03 -0.12 -0.15
C 0.10 0.07 0.04
C -0.32 0.08 -0.09
H 0.03 0.02 0.00
H 0.01 0.02 0.06
H -0.04 0.01 -0.04
H -0.02 -0.01 0.01
H -0.03 -0.03 0.01
H 0.04 -0.03 0.08
H 0.10 0.03 0.06
H 0.07 -0.03 -0.02
O 0.05 -0.06 -0.18
C 0.23 -0.14 0.24
O -0.13 0.12 -0.14
C 0.01 0.01 0.21
C 0.08 -0.07 -0.06
C -0.28 0.01 -0.02
H 0.03 -0.02 -0.01
H 0.02 0.02 -0.06
H -0.03 -0.02 0.02
H -0.01 0.01 0.00
H -0.02 0.03 0.01
H 0.02 0.01 0.01
H 0.11 -0.01 -0.06
H 0.09 0.01 0.05

Summary:
- <S²> = 0.754
- frontier orbital gap (spin up / spin down) (eV) = 8.943 / 9.688
- highest occupied orbital energy (spin up / spin down) (eV) = -8.46 / -9.37
- spin multiplicity = 2
- charge = 0



Formula: C18H14BF2IO4
Source: the Open Molecules 2025 dataset
Level of theory: ωB97M-V/def2-TZVPD

Element x y z (Å)
O  5.800972  -4.474537  2.606855
C  5.398063  -3.369230  2.900045
C  6.319870  -2.222190  3.141380
C  5.940256  -1.011670  2.775937
I  7.077240  0.717350  3.060645
C  4.611391  -0.891353  2.096993
O  4.397323  -0.141603  1.169988
C  3.568492  -1.812560  2.643066
B  2.078071  -1.298080  2.767056
O  1.768117  -0.464033  3.808389
O  1.083206  -1.665758  1.921966
C  3.955294  -3.025980  3.026195
H  7.264606  -2.407578  3.619748
H  2.531220  -0.360096  4.376182
H  0.262746  -1.611204  2.419964
H  3.253553  -3.733841  3.430325
F  -2.587102  0.025549  -1.406583
C  -1.381345  -0.484621  -1.748689
C  -1.249284  -1.131327  -2.960378
C  -0.010308  -1.648513  -3.307487
C  1.068015  -1.518889  -2.442132
C  0.909868  -0.867679  -1.226912
C  -0.323600  -0.340452  -0.875517
H  -2.104353  -1.225547  -3.616610
H  0.113003  -2.153390  -4.255840
H  2.031896  -1.926246  -2.715567
H  1.746424  -0.769871  -0.550456
H  -0.466526  0.177348  0.063684
F  -3.162089  4.901550  -1.183411
C  -4.210887  4.099449  -1.456147
C  -5.466567  4.659946  -1.578302
C  -6.542702  3.832270  -1.861993
C  -6.351438  2.465472  -2.011275
C  -5.079774  1.923405  -1.880552
C  -3.996252  2.743971  -1.604542
H  -5.593704  5.726847  -1.451926
H  -7.532237  4.256076  -1.966553
H  -7.193998  1.823008  -2.229416
H  -4.928469  0.859485  -1.992392
H  -2.998991  2.344521  -1.505738

Force components x, y, z for each atom (eV/Å):
O -0.16 0.39 0.35
C 0.15 -0.64 0.00
C 0.21 -0.08 0.18
C 0.04 0.54 -0.18
I -0.18 -0.28 -0.15
C -0.02 0.44 -0.36
O 0.01 -0.16 0.55
C -0.37 0.14 -0.40
B 0.10 0.29 -0.05
O 0.01 -0.27 -0.07
O 0.26 -0.53 0.29
C 0.07 0.31 0.00
H 0.29 -0.24 -0.07
H 0.07 0.27 0.37
H -0.48 0.29 -0.30
H -0.02 -0.47 -0.12
F 0.02 -0.08 0.01
C 0.21 -0.08 -0.05
C -0.17 -0.01 -0.13
C 0.06 0.03 0.12
C 0.02 -0.01 -0.03
C 0.00 -0.03 -0.15
C -0.05 0.09 0.17
H -0.01 0.02 0.02
H -0.02 -0.01 -0.01
H 0.01 0.00 0.00
H 0.01 0.02 0.03
H -0.02 -0.01 0.00
F 0.02 0.02 0.01
C -0.18 -0.13 -0.05
C -0.03 0.19 0.02
C 0.07 -0.10 0.00
C -0.04 -0.02 -0.01
C -0.10 0.11 -0.01
C 0.11 0.04 0.01
H 0.03 0.00 -0.01
H -0.01 0.02 0.01
H 0.00 -0.01 0.00
H 0.04 -0.02 0.00
H 0.04 -0.01 0.02

Summary:
- frontier orbital gap (eV) = 7.643
- highest occupied orbital energy (eV) = -9.11
- spin multiplicity = 1
- SMILES = O=C1C=C(I)C(=O)C(B(O)O)=C1.Fc1ccccc1.Fc1ccccc1
- charge = 0